(1)
The following is a quantum chemistry calculation of 13 unconnected molecules or ions with the total composition C6H38N2O12 at a distorted geometry, from the OMol25 dataset.

Positions of all 58 atoms, in Å:
C  1.88297  -0.35756  -2.07066
C  0.99971  0.47981  -1.11769
C  0.80921  0.07195  0.30171
C  1.89241  0.24538  1.15109
N  2.00277  -0.10605  2.42793
C  -0.47998  -0.57663  0.74175
C  -1.70737  -0.07622  -0.03661
N  1.41373  -1.72158  -2.40682
H  1.99610  0.30637  -2.95788
H  2.93979  -0.34097  -1.85508
H  1.51272  1.47049  -0.96558
H  0.05526  0.76890  -1.54834
H  2.78674  0.72661  0.73262
H  2.88461  -0.00641  2.89601
H  1.32709  -0.73708  2.87591
H  -0.28217  -1.62885  0.57687
H  -0.52814  -0.32734  1.81356
H  -2.54538  0.10779  0.60760
H  -1.91622  -0.61998  -0.95280
H  -1.46868  0.89036  -0.47477
H  0.82610  -2.03491  -1.64572
H  0.91656  -1.68476  -3.28829
H  0.69362  -2.74978  2.20875
H  2.12005  -3.15807  2.07318
O  1.28475  -3.17855  1.57527
H  1.19502  3.91279  0.82532
H  0.43546  4.35520  -0.30488
O  1.37319  4.26411  -0.06439
H  -3.31614  1.75542  -2.22511
H  -2.31224  2.80715  -2.58006
O  -2.81419  2.47344  -1.81641
H  -0.63648  2.84505  2.23692
H  0.24171  1.60349  2.66672
O  -0.37990  2.26464  2.96986
H  -2.55404  0.48684  -4.24282
H  -1.25932  -0.28375  -3.86811
O  -1.60135  0.50760  -4.32692
H  1.45583  -4.58238  -0.88348
H  0.72133  -4.43592  0.50731
O  0.74224  -4.93024  -0.33626
H  -0.35769  -3.81222  -0.85701
H  -1.60104  -4.13191  -1.84613
O  -1.13801  -3.44151  -1.36555
H  -2.39114  3.78516  1.33896
H  -1.93530  3.13254  -0.03914
O  -1.66180  3.64470  0.73076
H  -1.97753  0.81782  4.04593
H  -2.16271  2.29564  3.82273
O  -2.61473  1.51974  4.23100
H  2.87078  2.55657  -1.92478
H  3.03865  3.78578  -1.12870
O  3.56643  3.03887  -1.46048
H  -2.25395  -2.23752  -2.31775
H  -1.05058  -2.24128  -3.07379
O  -1.87631  -1.73398  -3.09200
H  -0.09422  -2.63981  4.48434
H  0.36495  -1.18912  4.88872
O  0.56682  -1.95580  4.34320

- spin multiplicity = 2
- LUMO energy (spin up / spin down) (eV) = -3.2 / -6.6
- net charge = +1
- gap between HOMO and LUMO (spin up / spin down) (eV) = 9.72 / 6.44
- ΔE to the lowest compared entry with this formula, charge and spin (eV) = 1.122

***

(2)
The following is a quantum chemistry calculation of 12 unconnected molecules or ions with the total composition C6H38NO12 at a distorted geometry, from the OMol25 dataset.

Positions of all 57 atoms, in Å:
C  -1.70376  2.27980  -0.75679
O  -1.60118  3.69795  -0.70071
C  -0.41101  1.69853  -0.18008
C  0.34305  0.84467  -1.20821
C  -0.24649  -0.57615  -1.44480
C  1.85927  0.82706  -0.93274
C  2.70723  1.22635  -2.13699
N  -0.66714  0.87645  1.08875
H  -1.85531  1.92720  -1.78466
H  -2.67520  1.99202  -0.34435
H  -2.24802  4.06507  -0.09431
H  0.21104  2.52923  0.14256
H  0.25654  1.34720  -2.16978
H  0.44277  -1.29350  -0.99682
H  -1.22204  -0.88975  -1.07882
H  -0.26261  -0.68778  -2.51980
H  2.12578  1.42951  -0.07119
H  2.20397  -0.16953  -0.62714
H  2.18962  1.12310  -3.09865
H  3.60075  0.61593  -2.29867
H  3.09121  2.23279  -2.09785
H  -1.65776  0.82162  1.35034
H  -0.06879  1.15575  1.87008
H  -0.35883  -0.06991  0.85091
H  -3.82163  1.17635  2.74937
H  -2.83903  1.37381  3.88384
O  -2.93037  1.49399  2.93210
H  2.05726  4.74051  -0.73673
H  1.92816  3.70661  -1.81287
O  2.45893  3.91427  -1.03586
H  -4.14149  -0.25183  -0.47658
H  -3.76204  -1.29145  0.54164
O  -3.42027  -0.48600  0.11997
H  0.82109  -4.59729  -0.70641
H  0.38354  -3.26174  0.09697
O  0.12461  -4.12337  -0.24658
H  -0.86886  -3.04691  -3.47539
H  -0.25973  -3.34473  -1.98436
O  -0.95838  -2.96599  -2.52671
H  2.21694  0.62859  3.15125
H  1.04577  0.16941  4.08426
O  1.28294  0.73493  3.34602
H  1.15472  -1.83129  -3.39467
H  2.49069  -2.64476  -3.58031
O  1.64804  -2.60463  -3.12153
H  3.28846  2.69653  0.92737
H  2.54910  3.82591  1.36155
O  2.69346  2.91690  1.65177
H  -1.24209  -2.50454  0.97448
H  -0.94368  -2.72572  2.38888
O  -0.54166  -2.29063  1.62717
H  -2.26390  -2.98200  -0.43538
H  -3.40230  -3.89406  0.03433
O  -2.86482  -3.14440  0.30851
H  3.22844  -2.04250  2.11532
H  2.08356  -2.29536  2.99359
O  2.31439  -2.35334  2.05783

- spin multiplicity = 1
- LUMO energy (eV) = -2.4
- net charge = +1
- gap between HOMO and LUMO (eV) = 10.82
- ΔE to the lowest compared entry with this formula, charge and spin (eV) = 3.198

***

(3)
The following is a quantum chemistry calculation of 13 unconnected molecules or ions with the total composition C6H38NO12S at a distorted geometry, from the OMol25 dataset.

Positions of all 58 atoms, in Å:
C  2.95524  -0.91759  1.36213
C  2.93258  0.64358  1.48739
S  1.94911  1.35576  2.84099
C  1.61905  -1.34234  0.67648
N  1.63586  -1.11275  -0.79138
C  0.27735  -0.62954  -1.20843
C  0.41793  0.02677  -2.58286
C  -0.71548  0.96535  -2.92594
H  3.71770  -1.38626  0.74383
H  3.06562  -1.31165  2.39414
H  3.99553  0.88294  1.67552
H  2.72162  0.99618  0.49135
H  0.83850  -0.76387  1.22502
H  1.21345  -2.38199  0.77031
H  2.28784  -0.37555  -1.02197
H  -0.34333  -1.52144  -1.24503
H  -0.11146  0.14996  -0.54495
H  1.35470  0.61816  -2.69333
H  0.53429  -0.73344  -3.36543
H  -1.48495  0.55817  -3.59820
H  -1.42685  0.99072  -2.06714
H  -0.40137  1.97964  -3.21514
H  0.06929  2.56487  -0.96873
H  0.77723  2.62448  0.30349
O  0.95741  2.28328  -0.59374
H  -0.83888  -1.90960  1.27262
H  -2.21896  -2.28198  0.76948
O  -1.69974  -2.22098  1.58522
H  -2.01256  2.60952  -1.30307
H  -1.35569  3.96035  -0.85764
O  -1.33308  3.29084  -1.55523
H  -0.37467  3.26854  2.27814
H  1.08597  3.56958  2.25984
O  0.23711  3.93993  1.93472
H  1.59423  -2.40603  -1.63652
H  1.99153  -4.00210  -1.92297
O  1.25341  -3.38625  -1.98009
H  -1.51817  -2.84818  -2.13324
H  -2.42214  -1.92176  -3.01229
O  -2.33251  -2.81565  -2.66698
H  -1.63830  1.41432  0.16831
H  -3.05485  1.29756  0.73459
O  -2.58538  1.36800  -0.11156
H  2.68697  1.88806  -1.58199
H  3.24836  1.43592  -3.02447
O  3.24270  1.26295  -2.08428
H  -0.94954  -4.33887  -0.11376
H  0.12704  -3.58077  -1.01461
O  -0.73098  -3.45985  -0.44754
H  -1.39905  0.90543  2.71846
H  -0.05262  1.14862  2.27655
O  -1.00443  1.28041  1.90534
H  -3.58902  -0.57450  -0.95780
H  -3.74602  -1.97600  -1.51481
O  -4.11515  -1.37585  -0.84801
H  -2.28854  -1.07883  2.58208
H  -1.62808  -0.45536  3.85277
O  -2.45379  -0.46670  3.35494

- spin multiplicity = 1
- LUMO energy (eV) = 2.6
- net charge = -1
- gap between HOMO and LUMO (eV) = 6.89
- ΔE to the lowest compared entry with this formula, charge and spin (eV) = 0.120

***

Taking the records one at a time from the top gives calculated total energy values of -34380.889, -32892.782, -43736.536 eV.